Record 1
# C5H10N4O

A gas-phase ion, C5H10N4O (charge +2) in a non-equilibrium geometry (wB97M-V/def2-TZVPD, the Open Molecules 2025 dataset).

Cartesian coordinates (Å):
C  -0.410  -2.198  0.423
C  -1.721  -0.209  -1.984
C  0.358  -1.391  1.361
C  -0.087  1.508  -0.947
C  -0.747  -1.438  -1.957
N  -0.521  -1.964  -0.824
N  -1.419  0.999  -1.332
N  0.285  1.199  0.470
N  1.046  -0.003  0.487
O  -2.641  -0.366  -2.667
H  -1.027  -2.865  0.905
H  -0.294  -0.967  2.180
H  1.295  -1.873  1.761
H  0.757  1.133  -1.510
H  -0.198  2.625  -1.058
H  -0.504  -1.954  -2.818
H  -2.121  1.625  -1.298
H  0.986  1.888  0.855
H  -0.628  0.976  0.940
H  1.946  -0.050  0.878

The value obtained for the HOMO energy (alpha / beta) is -15.55 / -19.16 eV. Its charge is +2. Its expectation value of S² is 2.02. As for the spin multiplicity: 3. The value obtained for the HOMO-LUMO gap (alpha / beta) is 0.272 / 0.236 hartree. The calculation puts the energy above the lowest of the compared OMol25 structures with the same formula, charge and spin at 62.9 kcal per mole.

---

Record 2
# C4H7NS

A single C4H7NS molecule in a non-equilibrium geometry (wB97M-V/def2-TZVPD, the Open Molecules 2025 dataset).

Cartesian coordinates (Å):
C  0.553  -0.613  -1.981
C  -0.142  -0.487  0.603
C  0.162  0.863  1.109
C  -0.594  -0.308  -1.174
N  -0.016  -1.548  1.205
S  1.463  0.515  -2.725
H  0.817  -1.660  -2.102
H  0.846  1.347  0.410
H  -0.745  1.463  1.150
H  0.615  0.821  2.096
H  -1.394  -1.040  -1.248
H  -0.947  0.710  -1.256
H  -0.180  -2.438  0.756

The value obtained for the HOMO energy is -8.65 eV. Its charge is 0. As for the SMILES: [H]/N=C(/C)CC=S. The value obtained for the HOMO-LUMO gap is 0.307 hartree. The calculation puts the energy above the lowest of the compared OMol25 structures with the same formula, charge and spin at 43.0 kcal per mole.

---

Record 3
# C21H24Br4GdN6O2S5

A molecular structure, C21H24Br4GdN6O2S5 in a non-equilibrium geometry (wB97M-V/def2-TZVPD, the Open Molecules 2025 dataset).

Cartesian coordinates (Å):
Gd  -0.981  0.395  0.121
Br  -1.921  -2.379  6.483
C  -1.431  -2.157  4.671
C  -1.167  -3.259  3.870
Br  -1.276  -5.014  4.564
C  -0.812  -3.057  2.530
Br  -0.393  -4.516  1.390
C  -0.721  -1.787  1.963
O  -0.387  -1.588  0.693
C  -0.965  -0.644  2.799
O  -0.823  0.564  2.285
C  -1.325  -0.870  4.126
Br  -1.613  0.685  5.168
S  -7.812  2.546  -2.683
C  -6.353  2.158  -1.999
S  -4.860  2.897  -2.421
C  -3.789  1.976  -1.381
C  -4.391  1.036  -0.626
S  -3.659  -0.058  0.525
S  -6.131  0.924  -0.825
S  -2.088  2.370  -1.442
C  2.619  -2.773  -2.441
N  1.197  -2.889  -2.201
C  0.585  -4.152  -2.586
C  -0.901  -3.884  -2.398
N  -0.958  -2.436  -2.469
C  -2.217  -1.796  -2.142
C  0.255  -1.883  -2.154
N  0.370  -0.628  -1.868
C  1.688  -0.026  -1.718
C  1.549  1.477  -1.505
N  1.089  1.825  -0.155
C  1.776  2.617  0.593
N  1.239  3.303  1.628
C  -0.190  3.523  1.801
C  2.200  4.182  2.263
C  3.524  3.806  1.586
N  3.133  2.900  0.509
C  4.081  1.854  0.160
H  3.057  -3.757  -2.280
H  3.098  -2.089  -1.753
H  2.848  -2.467  -3.467
H  0.944  -4.952  -1.938
H  0.830  -4.405  -3.624
H  -1.256  -4.240  -1.428
H  -1.511  -4.329  -3.184
H  -3.005  -2.262  -2.736
H  -2.184  -0.738  -2.393
H  -2.473  -1.921  -1.095
H  2.298  -0.170  -2.613
H  2.224  -0.450  -0.860
H  0.784  1.826  -2.202
H  2.479  1.979  -1.771
H  -0.616  2.861  2.552
H  -0.706  3.360  0.857
H  -0.349  4.564  2.090
H  2.226  4.033  3.342
H  1.934  5.226  2.077
H  4.197  3.292  2.276
H  4.047  4.680  1.199
H  4.698  1.607  1.029
H  4.743  2.157  -0.654
H  3.554  0.953  -0.137

The value obtained for the HOMO energy (alpha / beta) is -4.02 / -4.00 eV. Its charge is -1. Its expectation value of S² is 16.03. As for the spin multiplicity: 8. The value obtained for the HOMO-LUMO gap (alpha / beta) is 0.222 / 0.180 hartree.

---

Record 4
# CH9N2Si

2 unconnected molecules or ions with the total composition CH9N2Si in a non-equilibrium geometry (wB97M-V/def2-TZVPD, the Open Molecules 2025 dataset).

Cartesian coordinates (Å):
C  -0.584  -0.421  -0.177
N  -1.090  0.578  -1.139
N  0.487  -1.394  -0.898
Si  0.610  1.191  1.533
H  -1.439  -1.053  0.265
H  -0.538  1.228  -1.618
H  -2.056  0.489  -1.442
H  0.964  -1.759  -0.040
H  1.215  -0.940  -1.500
H  -0.016  -2.192  -1.369
H  2.182  0.855  1.704
H  0.573  2.528  1.351
H  -0.104  0.407  2.544

The value obtained for the HOMO energy is -12.83 eV. Its charge is +1. The value obtained for the HOMO-LUMO gap is 0.318 hartree. The calculation puts the energy above the lowest of the compared OMol25 structures with the same formula, charge and spin at 56.2 kcal per mole.